# 1
2 unconnected molecules or ions with the total composition C13H20ClN2 at a distorted geometry. Source: the Open Molecules 2025 dataset; level of theory: the ωB97M-V functional and the def2-TZVPD basis.

```
! wB97M-V def2-TZVPD RIJCOSX def2/J DEFGRID3
* xyz 1 1
C 2.38047 -2.29495 1.46164
N 1.27446 -1.42792 1.88957
C 1.60319 -0.14851 2.55233
C 0.04067 -1.80883 1.68893
Cl -1.31435 -0.94905 2.21943
H 3.31658 -1.78798 1.70838
H 2.34152 -3.26590 1.97217
H 2.33417 -2.48064 0.38152
H 2.69032 -0.08100 2.57715
H 1.18774 0.69470 1.98926
H 1.20119 -0.12353 3.57085
H -0.15309 -2.76577 1.20039
C 3.15298 1.01150 -2.52122
C 2.47779 2.21590 -2.76763
C 1.09464 2.28682 -2.58876
C 0.38551 1.16500 -2.14889
C -1.12497 1.24361 -2.03948
C -1.89352 0.73975 -3.28827
C -3.16532 0.06233 -2.73166
C -3.05729 0.16441 -1.20126
N -1.65567 0.46446 -0.95269
C 1.04993 -0.03811 -1.90456
C 2.43768 -0.11840 -2.09116
H 4.23398 0.95529 -2.66807
H 3.02512 3.09750 -3.11086
H 0.53448 3.20224 -2.79218
H -1.37916 2.31807 -1.91970
H -2.12031 1.58691 -3.94154
H -1.29277 0.00723 -3.83773
H -4.06945 0.55175 -3.09951
H -3.17758 -0.99010 -3.02763
H -3.72839 0.96906 -0.84987
H -3.35859 -0.75743 -0.69776
H -1.44522 0.79006 -0.01781
H 0.46813 -0.90406 -1.57903
H 2.95541 -1.06498 -1.91857
*
```

LUMO: -4.89 eV
ΔE to the lowest compared entry with this formula, charge and spin: 5.3 kcal per mole
HOMO energy: -11.244 eV
E: -1076.7864 a.u.
orbital gap: 6.352 eV

=====

# 2
4 unconnected molecules or ions with the total composition C12H32O4 at a distorted geometry. Source: the Open Molecules 2025 dataset; level of theory: the ωB97M-V functional and the def2-TZVPD basis.

```
! wB97M-V def2-TZVPD RIJCOSX def2/J DEFGRID3
* xyz 0 1
C -3.78924 -3.71114 1.91543
C -2.48087 -3.08077 1.82370
C -1.38351 -4.12643 1.59601
O -2.44005 -2.16421 0.71971
H -4.00389 -4.50676 1.20197
H -4.49154 -2.88473 1.80636
H -3.99167 -4.21584 2.86011
H -2.14866 -2.44958 2.64792
H -1.71945 -4.71759 0.74408
H -1.18900 -4.67124 2.51984
H -0.43835 -3.64767 1.33997
H -1.53082 -1.86231 0.65842
C 4.45457 -2.44682 -1.93718
C 3.13515 -2.36868 -1.25129
C 2.98366 -3.42135 -0.06698
O 2.98627 -1.04494 -0.83062
H 5.25125 -2.42263 -1.19366
H 4.72006 -1.56369 -2.51828
H 4.62676 -3.34153 -2.53548
H 2.33196 -2.40800 -1.98713
H 2.04002 -3.42449 0.47859
H 3.75670 -3.34255 0.69741
H 3.20541 -4.36533 -0.56479
H 3.73724 -0.74744 -0.31184
C -1.76247 5.91086 0.54675
C -2.02905 5.19443 -0.82348
C -0.72119 5.22380 -1.69780
O -2.36971 3.86565 -0.82765
H -0.85862 5.52288 1.01646
H -2.56235 5.82109 1.28175
H -1.59428 6.98602 0.48467
H -2.78816 5.68293 -1.43441
H -0.65787 4.38565 -2.39176
H 0.07130 4.80204 -1.07960
H -0.41517 6.10390 -2.26339
H -2.67879 3.61862 0.04702
C 0.55876 1.45687 1.15803
C -0.00289 0.54549 0.08683
C 0.30652 0.88557 -1.34973
O 0.40523 -0.86700 0.19937
H 0.23171 1.11984 2.14166
H 0.20093 2.48532 1.10960
H 1.64028 1.59242 1.15142
H -1.08679 0.50626 0.19503
H -0.12852 1.86506 -1.54832
H 0.01024 0.09496 -2.03911
H 1.35206 1.12098 -1.54862
H 1.25684 -0.98790 -0.22697
*
```

LUMO: 0.71 eV
ΔE to the lowest compared entry with this formula, charge and spin: 33.2 kcal per mole
HOMO energy: -9.455 eV
E: -777.3019 a.u.
orbital gap: 10.161 eV

=====

# 3
A single C5H11NS molecule at a distorted geometry. Source: the Open Molecules 2025 dataset; level of theory: the ωB97M-V functional and the def2-TZVPD basis.

```
! wB97M-V def2-TZVPD RIJCOSX def2/J DEFGRID3
* xyz 0 1
C 0.94913 1.53024 -0.35302
C 1.17133 0.28284 0.49776
S 2.67553 -0.64608 0.06679
C -0.04681 -0.65773 0.53396
C -1.45161 -0.10505 0.94443
N -1.81574 0.00229 -0.49517
C -0.72804 -0.94958 -0.80474
H 1.66459 2.31471 -0.02723
H -0.09109 1.87255 -0.21483
H 1.07992 1.18792 -1.40274
H 1.37712 0.67016 1.51361
H 2.46984 -0.77684 -1.27748
H 0.18296 -1.54466 1.12843
H -1.96885 -0.97814 1.44980
H -1.48311 0.80113 1.54076
H -2.75510 -0.35579 -0.58956
H -1.09627 -1.93525 -0.78571
H -0.13381 -0.71272 -1.72504
*
```

LUMO: 0.92 eV
ΔE to the lowest compared entry with this formula, charge and spin: 23.3 kcal per mole
HOMO energy: -9.025 eV
E: -650.0019 a.u.
orbital gap: 9.942 eV

=====

# 4
A single C8H13NO molecule at a distorted geometry. Source: the Open Molecules 2025 dataset; level of theory: the ωB97M-V functional and the def2-TZVPD basis.

```
! wB97M-V def2-TZVPD RIJCOSX def2/J DEFGRID3
* xyz 0 1
C -0.64522 -2.08090 -0.55206
C 0.63028 -1.40981 -0.01121
C 0.98347 -1.99398 1.36770
C 1.79479 -1.63798 -0.99071
C 0.38332 0.03961 0.12182
C 0.18603 1.23073 0.23166
C -0.02573 2.66658 0.40398
C -1.23545 3.24005 -0.33054
N -2.42683 2.67372 -0.09752
O -1.17461 4.36828 -0.82538
H -1.48840 -1.93648 0.13820
H -0.92220 -1.66613 -1.53160
H -0.47396 -3.16077 -0.66878
H 1.16399 -3.07476 1.27622
H 1.89079 -1.52405 1.77237
H 0.16242 -1.83904 2.08169
H 1.56277 -1.21894 -1.97989
H 2.71694 -1.16840 -0.62071
H 1.97640 -2.71645 -1.10484
H -0.15197 2.91326 1.46907
H 0.84792 3.23519 0.05218
H -2.57866 1.69358 -0.29787
H -3.17609 3.36669 0.09622
*
```

LUMO: 0.65 eV
ΔE to the lowest compared entry with this formula, charge and spin: 32.8 kcal per mole
HOMO energy: -9.441 eV
E: -442.5769 a.u.
orbital gap: 10.088 eV

=====

# 5
A single C5H7F molecule at a distorted geometry. Source: the Open Molecules 2025 dataset; level of theory: the ωB97M-V functional and the def2-TZVPD basis.

```
! wB97M-V def2-TZVPD RIJCOSX def2/J DEFGRID3
* xyz 0 1
C -1.99384 -0.46631 0.26844
C -0.80031 -0.93137 -0.13400
C 0.41575 -0.14315 -0.03829
C 0.43380 1.32627 -0.11259
C 1.63470 -0.68160 -0.01868
F 2.77760 0.04783 0.17820
H -1.92741 0.49807 0.73594
H -2.97053 -1.04746 0.25191
H -0.57574 -1.81144 -0.58834
H -0.46540 1.61290 0.36894
H 0.30224 1.55970 -1.17112
H 1.27749 1.74345 0.29090
H 1.89166 -1.70689 -0.03130
*
```

LUMO: 1.03 eV
ΔE to the lowest compared entry with this formula, charge and spin: 27.3 kcal per mole
HOMO energy: -8.749 eV
E: -294.5101 a.u.
orbital gap: 9.775 eV

=====

# 6
2 unconnected molecules or ions with the total composition C3H10O at a distorted geometry. Source: the Open Molecules 2025 dataset; level of theory: the ωB97M-V functional and the def2-TZVPD basis.

```
! wB97M-V def2-TZVPD RIJCOSX def2/J DEFGRID3
* xyz 0 1
C 1.00583 0.95263 0.62896
C 1.52015 2.11153 -0.33456
H 0.94748 1.35329 1.65184
H 0.07264 0.51674 0.33299
H 1.74853 0.13559 0.44150
H 0.66977 2.84078 -0.44435
H 2.17608 2.82656 0.07374
H 1.91215 1.63952 -1.28177
C -0.89167 -2.08446 -0.42562
O -1.58196 -0.95268 0.14763
H -1.59086 -2.53440 -1.10334
H -0.55394 -2.57091 0.43070
H -0.09288 -1.30722 -0.90273
H -2.43918 -1.15676 0.40771
*
```

LUMO: 0.92 eV
ΔE to the lowest compared entry with this formula, charge and spin: 43.9 kcal per mole
HOMO energy: -10.472 eV
E: -195.4589 a.u.
orbital gap: 11.395 eV

=====

# 7
A single C9H15N3O molecule at a distorted geometry. Source: the Open Molecules 2025 dataset; level of theory: the ωB97M-V functional and the def2-TZVPD basis.

```
! wB97M-V def2-TZVPD RIJCOSX def2/J DEFGRID3
* xyz 0 1
C 1.63664 2.60702 0.07740
C 1.54621 1.03249 0.07290
N 2.59195 0.26768 -0.30330
N 2.14014 -0.99787 -0.06922
O 2.87117 -2.09260 -0.44091
C 0.84872 -0.99510 0.38411
C 0.41405 0.31300 0.45202
C -0.92115 0.73099 0.82699
C -1.75722 -0.38222 1.43888
C -2.23129 -1.39210 0.35248
N -2.90868 -0.67466 -0.73615
C -2.06691 0.29871 -1.44692
C -1.62908 1.38968 -0.35361
H 2.00266 2.98242 1.01826
H 0.67562 2.96127 -0.15981
H 2.33714 2.87040 -0.79088
H 3.74640 -1.69290 -0.52832
H 0.38297 -1.93394 0.73126
H -0.85610 1.53210 1.65516
H -1.27395 -0.81349 2.24291
H -2.71747 -0.09689 1.83212
H -2.95584 -2.07928 0.87949
H -1.42513 -2.10298 -0.01338
H -3.22676 -1.38334 -1.37499
H -2.74751 0.79365 -2.16275
H -1.23418 -0.14577 -2.00022
H -1.02233 2.09077 -0.90832
H -2.45861 1.97785 0.04184
*
```

LUMO: 0.94 eV
ΔE to the lowest compared entry with this formula, charge and spin: 40.5 kcal per mole
HOMO energy: -8.546 eV
E: -591.3446 a.u.
orbital gap: 9.483 eV